Here is a cluster of 2 separate species, C4H5NO in total in a non-equilibrium geometry from the Open Molecules 2025 dataset. Energies are from the ωB97M-V functional and the def2-TZVPD basis.

The geometry in XYZ format:
```
11
Properties=species:S:1:pos:R:3:forces:R:3
N 1.1953 2.4919 0.1907 -1.297 -2.992 0.855
C 1.0579 1.2354 0.3929 1.100 0.667 -0.470
C 1.2611 -0.1136 0.4806 1.162 1.322 0.705
O 1.3659 -0.8874 -0.6787 -1.218 -0.386 0.468
H 0.3284 3.0749 0.3040 0.788 -0.921 -0.100
H 1.6800 -0.6578 1.4087 -1.120 1.468 -1.253
H 0.7099 -1.6249 -0.6012 0.706 0.934 -0.204
C -1.9012 -0.5699 -0.8669 -0.655 1.595 -0.014
C -1.9024 -1.2238 0.1385 0.090 0.924 -2.089
H -2.0493 0.2848 -1.5215 0.288 -0.843 0.117
H -1.7457 -2.0096 0.7530 0.156 -1.768 1.985
```
Positions in Å, forces in eV/Å.

**Maximum force**: 3.37 eV/A
**Kohn-Sham gap**: 9.3 eV
**Net charge**: 0
**Energy relative to the best compared isomer or geometry (same formula, charge and spin)**: 476.71 kJ/mol

Charges in e, computed with Löwdin, in the same order as the atoms:
1. N 0.106
2. C -0.126
3. C -0.235
4. O -0.079
5. H 0.070
6. H 0.134
7. H 0.085
8. C 0.007
9. C 0.003
10. H 0.043
11. H -0.007

Here is a structure of composition C19H41BrN3ORuSSi2 in a non-equilibrium geometry from the Open Molecules 2025 dataset. Energies are from the ωB97M-V functional and the def2-TZVPD basis.

The geometry in XYZ format:
```
69
Properties=species:S:1:pos:R:3:forces:R:3
Ru -0.6787 0.1809 -0.1400 -2.627 0.661 1.436
C 1.0416 2.2876 1.2096 -0.020 0.026 0.064
C 0.2752 1.7082 2.3774 -0.003 -0.002 0.089
N -0.3488 0.3989 2.0177 0.678 -0.467 -0.850
C -1.5891 0.1650 2.7763 -0.107 -0.014 0.019
C -2.6839 1.1216 2.3305 -0.113 0.162 0.125
S -2.5976 1.4848 0.5511 0.893 -0.298 -0.454
C -1.8978 3.1736 0.4732 -0.148 0.161 -0.036
C -0.6527 3.1920 -0.3956 -0.074 0.010 0.076
N 0.2952 2.1124 -0.0534 0.620 -0.364 -0.758
H 1.2943 3.3377 1.3788 -0.103 0.016 0.065
H 1.9803 1.7494 1.0972 0.052 0.049 0.005
H 0.9497 1.5845 3.2272 -0.043 -0.073 0.024
H -0.5151 2.3741 2.7129 -0.005 0.011 -0.036
H 0.3154 -0.3384 2.2458 -0.014 0.009 0.179
H -1.9017 -0.8585 2.5986 0.006 -0.009 0.029
H -1.4235 0.2721 3.8519 0.077 0.033 -0.011
H -3.6620 0.6845 2.5252 -0.013 0.012 -0.054
H -2.6640 2.0753 2.8562 0.019 -0.013 0.018
H -2.6516 3.8232 0.0305 -0.036 -0.026 0.027
H -1.7201 3.5348 1.4834 0.039 -0.034 0.009
H -0.9308 3.0472 -1.4402 -0.008 0.000 0.002
H -0.1664 4.1683 -0.3157 -0.028 0.019 0.021
H 0.9970 2.1192 -0.7928 -0.005 0.057 0.036
C 2.1723 0.7811 -2.7522 -0.024 -0.056 0.026
Si 3.5040 0.5332 -1.4322 0.004 0.041 0.084
C 4.2132 2.2050 -0.9676 0.042 0.040 0.006
C 4.8315 -0.5798 -2.1112 0.048 0.033 -0.029
C 2.7847 -0.2116 0.1334 -0.282 -0.289 0.224
Si 3.6277 -1.0251 1.6077 0.059 0.078 -0.190
C 4.9197 -2.2431 1.0503 0.022 -0.058 0.055
C 2.2524 -1.8983 2.5671 -0.031 0.000 0.038
C 4.3841 0.3212 2.6639 0.011 -0.030 0.078
H 2.3085 1.7350 -3.2668 0.031 -0.010 -0.013
H 1.1471 0.7505 -2.3720 -0.054 -0.011 0.029
H 2.2400 0.0003 -3.5133 0.014 0.018 -0.004
H 4.7507 2.6229 -1.8224 -0.007 0.005 0.000
H 4.9240 2.1232 -0.1430 0.001 -0.005 -0.015
H 3.4575 2.9407 -0.6758 -0.023 -0.037 -0.008
H 5.2021 -0.1710 -3.0545 -0.006 -0.007 -0.001
H 4.4624 -1.5879 -2.3120 -0.004 0.010 0.010
H 5.6841 -0.6626 -1.4366 -0.007 0.004 0.000
H 1.6945 -0.1419 0.3290 0.628 0.168 -0.244
H 4.5336 -2.9632 0.3261 -0.009 0.015 0.002
H 5.2937 -2.8083 1.9075 -0.008 0.013 -0.002
H 5.7753 -1.7395 0.5989 -0.007 0.005 -0.004
H 1.4427 -2.2324 1.9071 0.027 -0.015 -0.008
H 1.8374 -1.2553 3.3522 0.003 -0.008 -0.013
H 2.6258 -2.7898 3.0744 0.007 0.020 0.019
H 5.0622 0.9502 2.0846 0.000 -0.010 -0.004
H 4.9651 -0.1169 3.4791 -0.016 -0.001 0.004
H 3.6291 0.9685 3.1187 0.006 0.011 -0.030
C 0.3532 -2.4408 -2.1555 -0.066 0.051 -0.042
O 0.5228 -1.7030 -0.9317 0.216 0.413 0.263
H 0.7503 -3.4465 -2.0323 0.008 -0.004 -0.005
H 0.8471 -1.9376 -2.9856 -0.008 0.005 -0.008
H -0.7132 -2.4992 -2.3556 0.014 -0.024 -0.005
H 1.4660 -1.6386 -0.7229 0.205 -0.024 -0.083
Br -2.6071 -0.1214 -2.3811 0.342 0.062 0.014
C -2.9227 -1.4201 -1.0395 -0.119 -0.109 -0.186
C -4.0004 -2.2770 -1.1141 -0.020 -0.036 -0.025
C -4.0761 -3.2842 -0.1640 -0.006 0.007 -0.028
C -3.0640 -3.4020 0.7786 0.067 0.021 0.000
C -2.0339 -2.4822 0.7712 0.049 -0.087 0.001
N -1.9779 -1.4706 -0.1084 -0.127 -0.137 0.055
H -4.7357 -2.1691 -1.8984 0.001 -0.003 0.007
H -4.9001 -3.9848 -0.1801 -0.003 0.007 -0.001
H -3.0646 -4.2006 1.5066 -0.001 0.005 -0.001
H -1.2065 -2.5533 1.4652 -0.015 0.005 0.008
```
Positions in Å, forces in eV/Å.

**Maximum force**: 3.07 eV/A
**Kohn-Sham gap (alpha / beta)**: 7.9 / 8.5 eV
**Net charge**: +2
**Energy relative to the best compared isomer or geometry (same formula, charge and spin)**: 127.03 kJ/mol
**Spin multiplicity**: 2
**Expectation value of S²**: 0.7536

Charges in e, computed with Löwdin, in the same order as the atoms:
1. Ru 0.893
2. C -0.166
3. C -0.139
4. N -0.139
5. C -0.227
6. C -0.367
7. S 0.931
8. C -0.365
9. C -0.229
10. N -0.183
11. H 0.146
12. H 0.079
13. H 0.139
14. H 0.103
15. H 0.077
16. H 0.091
17. H 0.145
18. H 0.096
19. H 0.089
20. H 0.098
21. H 0.084
22. H 0.124
23. H 0.139
24. H 0.084
25. C -0.173
26. Si 0.431
27. C -0.163
28. C -0.168
29. C -0.215
30. Si 0.439
31. C -0.170
32. C -0.169
33. C -0.162
34. H 0.045
35. H -0.014
36. H 0.036
37. H 0.049
38. H 0.033
39. H 0.024
40. H 0.049
41. H 0.040
42. H 0.031
43. H -0.045
44. H 0.040
45. H 0.046
46. H 0.032
47. H 0.013
48. H 0.029
49. H 0.046
50. H 0.032
51. H 0.048
52. H 0.023
53. C -0.071
54. O -0.246
55. H 0.103
56. H 0.084
57. H 0.061
58. H 0.036
59. Br 0.873
60. C -0.728
61. C -0.055
62. C -0.004
63. C -0.007
64. C -0.109
65. N -0.152
66. H 0.125
67. H 0.133
68. H 0.128
69. H 0.118

Here is the molecule C24H27FN4O in a non-equilibrium geometry from the Open Molecules 2025 dataset. Energies are from the ωB97M-V functional and the def2-TZVPD basis.

The geometry in XYZ format:
```
57
Properties=species:S:1:pos:R:3:forces:R:3
F -6.4776 -0.6370 -0.4170 0.099 -0.012 0.000
C -5.1546 -0.8962 -0.3436 0.109 -0.048 -0.005
C -4.6289 -1.9217 -1.1071 -0.187 0.121 0.038
C -3.2721 -2.1763 -1.0155 0.014 0.035 0.019
C -2.4720 -1.4200 -0.1772 0.047 0.017 0.061
C -3.0137 -0.3945 0.5869 -0.154 -0.254 0.036
C -2.1383 0.4426 1.4762 -0.140 -0.011 -0.129
C -1.5808 1.6033 0.7349 0.252 0.477 -0.376
N -1.9608 1.9720 -0.4549 -0.716 -0.879 -0.063
O -1.1954 3.0599 -0.7507 0.575 0.579 0.121
C -0.3876 3.2636 0.2974 -0.370 -0.426 0.477
C 0.6176 4.3681 0.2370 0.116 0.180 -0.258
N 1.9676 3.9916 -0.1220 -0.067 0.077 0.023
C 2.1195 3.2449 -1.3544 0.005 -0.151 -0.165
C 1.9433 1.7293 -1.1909 -0.044 0.132 -0.106
N 2.8537 1.2395 -0.1734 0.124 0.105 0.048
C 2.9442 -0.2081 -0.0504 -0.082 -0.061 -0.229
C 3.5155 -0.8524 -1.3133 0.136 -0.064 0.298
C 3.9523 -2.2763 -0.9886 0.006 0.145 -0.139
C 2.8825 -3.0545 -0.2706 0.008 -0.081 0.016
C 2.9825 -4.4398 -0.2038 -0.060 -0.040 0.036
C 2.0431 -5.1955 0.4707 0.073 -0.094 -0.036
C 0.9835 -4.5651 1.1002 -0.108 -0.001 0.061
C 0.8775 -3.1889 1.0421 -0.001 -0.083 0.015
C 1.8135 -2.4203 0.3582 -0.059 -0.056 0.025
C 1.6326 -0.9282 0.2958 0.197 0.240 0.016
C 2.6089 1.9094 1.0943 0.016 0.174 0.107
C 2.8013 3.4176 0.9144 0.043 -0.217 0.201
N -0.5945 2.3981 1.2448 0.265 0.501 0.103
C -4.3730 -0.1303 0.4995 -0.102 -0.101 -0.072
H -5.2726 -2.4979 -1.7523 -0.090 -0.044 -0.052
H -2.8356 -2.9713 -1.6007 0.033 -0.074 -0.051
H -1.4156 -1.6340 -0.1171 0.154 -0.010 0.020
H -1.3010 -0.1393 1.8686 -0.046 0.028 0.012
H -2.7031 0.8274 2.3294 0.059 -0.069 0.017
H 0.2621 5.0834 -0.5132 -0.032 0.006 0.157
H 0.6520 4.8573 1.2130 -0.099 -0.009 -0.104
H 1.4101 3.6230 -2.0932 0.031 0.011 -0.042
H 3.1360 3.4337 -1.7134 -0.038 -0.059 -0.104
H 2.1811 1.2506 -2.1416 -0.066 0.009 -0.031
H 0.8913 1.5005 -0.9532 0.033 -0.043 -0.088
H 3.6565 -0.3858 0.7660 -0.028 -0.042 -0.040
H 4.3618 -0.2675 -1.6757 -0.020 0.043 -0.034
H 2.7552 -0.8820 -2.0960 -0.042 0.037 -0.070
H 4.2318 -2.8014 -1.9053 0.047 -0.021 0.060
H 4.8420 -2.2461 -0.3505 0.038 0.010 -0.068
H 3.8149 -4.9279 -0.6915 0.087 -0.053 -0.060
H 2.1377 -6.2706 0.5082 0.010 -0.091 0.003
H 0.2439 -5.1421 1.6353 -0.060 -0.051 0.047
H 0.0532 -2.6982 1.5420 -0.077 0.072 0.051
H 1.2442 -0.5686 1.2522 -0.065 0.010 -0.020
H 0.8859 -0.6996 -0.4731 -0.028 0.080 0.034
H 3.3339 1.5415 1.8243 0.009 0.000 0.026
H 1.5972 1.7221 1.4847 0.213 -0.036 0.012
H 2.6085 3.9327 1.8566 0.036 0.034 0.017
H 3.8381 3.6039 0.6161 0.027 -0.041 0.117
H -4.8271 0.6618 1.0741 -0.079 0.100 0.066
```
Positions in Å, forces in eV/Å.

**Maximum force**: 1.14 eV/A
**Kohn-Sham gap**: 9.0 eV
**Net charge**: 0
**Energy relative to the best compared isomer or geometry (same formula, charge and spin)**: 185.23 kJ/mol

Charges in e, computed with Löwdin, in the same order as the atoms:
1. F 0.056
2. C -0.266
3. C -0.012
4. C -0.065
5. C -0.040
6. C -0.233
7. C -0.069
8. C -0.344
9. N 0.155
10. O 0.037
11. C -0.329
12. C -0.095
13. N -0.162
14. C -0.149
15. C -0.158
16. N -0.123
17. C -0.315
18. C -0.144
19. C -0.140
20. C -0.173
21. C -0.042
22. C -0.089
23. C -0.087
24. C -0.049
25. C -0.164
26. C -0.092
27. C -0.169
28. C -0.157
29. N 0.198
30. C 0.036
31. H 0.116
32. H 0.108
33. H 0.091
34. H 0.117
35. H 0.131
36. H 0.133
37. H 0.133
38. H 0.125
39. H 0.125
40. H 0.121
41. H 0.105
42. H 0.155
43. H 0.122
44. H 0.118
45. H 0.118
46. H 0.125
47. H 0.112
48. H 0.100
49. H 0.101
50. H 0.102
51. H 0.116
52. H 0.119
53. H 0.125
54. H 0.094
55. H 0.121
56. H 0.123
57. H 0.129

Here is a structure of composition C18H20ClN3O5 in a non-equilibrium geometry from the Open Molecules 2025 dataset. Energies are from the ωB97M-V functional and the def2-TZVPD basis.

The geometry in XYZ format:
```
47
Properties=species:S:1:pos:R:3:forces:R:3
C -0.9379 -3.0189 1.7762 -6.755 -2.497 2.688
H -1.8914 -3.7442 1.9126 2.116 1.317 -0.641
O -1.1831 -2.1272 2.8335 -0.280 0.538 -0.466
C -0.3259 -1.0855 2.8071 -0.581 -5.740 -3.456
C 0.6590 -1.0524 1.9193 8.207 2.874 -2.648
C 1.7414 0.1336 2.1058 -3.691 -0.356 1.106
C 1.5688 1.2052 3.0585 -5.539 -9.566 -1.863
C 0.4024 0.8116 3.8950 3.559 7.232 0.783
C -0.5030 -0.1737 3.6837 -1.131 6.706 7.121
O -1.7044 -0.0274 4.5293 10.849 -0.215 3.896
C -2.6942 -0.1311 3.8369 -11.686 4.561 -3.764
C -2.6938 0.5935 2.4808 -1.392 2.792 4.299
C -2.6977 0.2949 1.2190 2.942 0.356 -0.388
C -2.1100 1.5299 0.6619 -2.835 -4.931 -6.536
N -2.3620 2.4387 1.3814 1.341 10.048 -0.131
O -2.6157 2.1903 2.5644 -1.226 -5.654 3.672
C -1.7722 1.6964 -0.8022 5.355 -4.137 3.557
O -2.1299 2.2575 -1.7664 -0.586 0.483 -0.791
N -0.4832 0.7488 -0.7178 -7.471 7.215 -14.931
H -0.1096 0.3996 -0.0333 4.619 -4.827 9.571
C 0.1567 0.4612 -2.1344 0.559 7.206 4.927
C 0.5640 -0.8679 -2.1696 -3.616 -6.375 5.197
O 0.2791 -1.6676 -1.1010 2.049 2.948 -4.389
N 0.9557 -1.3473 -3.2877 -0.785 -12.287 6.102
H 1.0576 -2.7681 -3.2344 -0.342 5.553 0.228
C 1.1439 -0.7709 -4.3913 3.196 3.625 -8.448
H 1.2142 -1.4180 -5.3089 0.739 -0.267 1.275
C 2.4833 0.0676 -4.1994 -1.625 4.318 -4.122
C 2.0728 1.5856 -3.6503 -3.540 -4.138 2.133
C 1.5056 1.3625 -2.1257 1.887 -8.925 -5.416
H 1.4491 2.1734 -1.6585 -1.052 6.702 4.024
H 2.2101 0.6413 -1.6132 -0.135 1.352 -0.291
H 2.9512 2.1000 -3.5043 1.707 1.830 -0.436
H 1.1651 2.0349 -4.2298 2.230 -0.557 0.537
H 2.7446 0.4244 -5.3262 0.376 -1.390 2.474
H 3.3074 -0.4210 -3.6043 -1.131 0.409 -0.862
H 0.2305 -0.3189 -4.7980 0.133 1.550 0.483
H -0.3593 1.1081 -2.8453 -0.990 -1.442 -0.424
H -2.4633 -0.6682 0.8787 -0.261 -1.184 -0.684
H -2.9891 -1.0616 3.5264 -1.343 -2.781 0.027
H -3.6458 0.5565 4.5762 2.146 -2.438 -2.381
H 0.4252 1.8622 4.6135 -1.573 -3.717 -1.165
H 2.3038 1.8393 3.2130 2.897 3.382 1.038
Cl 3.0768 0.2251 1.0677 0.648 -0.384 -0.696
H 1.1334 -1.8002 1.1232 -1.980 1.563 1.964
H -0.9681 -2.6891 0.8187 0.206 1.664 -2.759
H -0.1620 -3.5829 2.0192 3.783 -2.417 0.588
```
Positions in Å, forces in eV/Å.

**Maximum force**: 18.19 eV/A
**Kohn-Sham gap**: 8.6 eV
**Net charge**: 0
**Energy relative to the best compared isomer or geometry (same formula, charge and spin)**: 2000.35 kJ/mol

Charges in e, computed with Löwdin, in the same order as the atoms:
1. C -0.064
2. H 0.160
3. O -0.045
4. C -0.366
5. C 0.023
6. C -0.607
7. C -0.056
8. C 0.039
9. C -0.189
10. O 0.029
11. C -0.324
12. C -0.061
13. C 0.076
14. C -0.263
15. N 0.004
16. O 0.054
17. C -0.263
18. O 0.147
19. N 0.157
20. H -0.060
21. C -0.161
22. C -0.444
23. O -0.091
24. N 0.003
25. H 0.352
26. C -0.329
27. H 0.141
28. C -0.110
29. C -0.116
30. C -0.087
31. H 0.019
32. H 0.090
33. H 0.054
34. H 0.138
35. H 0.132
36. H 0.123
37. H 0.139
38. H 0.142
39. H 0.116
40. H 0.089
41. H 0.231
42. H 0.196
43. H 0.035
44. Cl 0.707
45. H 0.147
46. H 0.040
47. H 0.052